Below is a cluster of 5 separate species, C29H50Cl14FNO4PS in total at a distorted geometry, with properties calculated with wB97M-V/def2-TZVPD.

Its HOMO-LUMO gap is 6.34 eV. The strongest force on any atom comes out at 4.9 eV Å⁻¹. The total energy comes out at -238696.0449 eV. Its charge is +1. As for the spin multiplicity: 1.

Last column: Löwdin charge in e.
CARTESIAN COORDINATES (ANGSTROEM)
Cl: 5.240 12.116 1.303  0.519
Cl: -3.871 3.096 -1.870  0.531
Cl: 4.062 7.754 2.045  0.565
Cl: -5.182 3.218 3.602  0.491
Cl: 3.408 1.610 1.994  0.572
Cl: 4.920 10.886 -1.318  0.512
Cl: 7.374 10.471 0.196  0.516
Cl: -6.026 5.048 -1.711  0.547
Cl: -2.617 4.276 2.716  0.490
Cl: -5.571 3.199 0.493  0.507
Cl: 3.576 4.882 2.039  0.529
Cl: -3.422 4.551 5.502  0.530
Cl: 0.819 -5.044 -2.546  0.556
Cl: 1.587 6.697 0.929  0.535
S: 3.320 -5.687 -0.127  0.190
P: 1.683 -4.916 0.569  0.369
F: 1.501 -2.742 3.500  -0.121
O: -2.672 -3.277 0.354  -0.157
O: -7.032 -0.317 -1.859  -0.214
O: 7.598 -1.598 -3.215  -0.151
O: -3.504 -1.357 -2.873  -0.198
N: -0.161 -3.007 0.461  0.004
C: -0.084 -1.970 1.399  -0.002
C: -3.983 4.504 3.821  -1.529
C: -6.941 -1.137 -0.642  -0.220
C: 0.887 0.371 1.086  -0.142
C: 1.357 -1.129 1.532  -0.222
C: -5.505 3.415 -1.265  -1.506
C: 2.190 -2.095 0.490  -0.173
C: 3.318 6.404 1.170  -1.505
C: 5.621 10.706 0.300  -1.555
C: 6.990 -2.486 -2.178  -0.228
C: 1.564 -0.321 4.172  -0.069
C: 1.225 -3.319 -1.884  -0.533
C: 0.457 -2.519 -4.281  -0.146
C: -6.635 -0.079 0.616  -0.097
C: -4.491 -0.322 -2.524  -0.182
C: -3.586 -2.528 -1.986  -0.157
C: -1.659 -2.290 3.590  0.061
C: 1.357 2.918 0.580  -0.180
C: 1.194 -3.216 -0.253  -0.408
C: 5.909 -1.606 -1.311  -0.176
C: -1.352 -3.894 0.190  -0.150
C: 4.654 -2.524 -0.706  -0.221
C: -6.047 -0.714 -2.877  -0.163
C: 3.448 -1.476 -0.355  -0.173
C: -1.193 -1.395 2.457  -0.063
C: -2.883 -2.128 -0.536  -0.163
C: 0.298 -2.167 -2.653  -0.215
C: 1.998 -1.400 3.016  -0.196
C: 2.087 1.419 0.711  -0.631
H: -6.055 -1.904 -0.624  0.100
H: -4.228 0.630 -3.193  0.115
H: -5.476 -0.169 0.857  0.062
H: 5.182 9.821 0.768  -0.060
H: -6.189 2.697 -1.725  0.016
H: 0.317 -1.579 -4.966  0.090
H: -0.845 -2.275 -2.427  0.078
H: -1.355 -4.427 -0.855  0.137
H: 0.612 -5.872 0.256  -0.009
H: 0.905 3.187 1.648  0.090
H: 0.568 0.258 3.968  0.079
H: 2.461 0.432 4.401  0.082
H: 0.162 0.251 0.154  0.146
H: -6.864 1.029 0.290  0.031
H: -0.391 -3.333 -4.487  0.080
H: -3.679 -1.424 0.007  0.122
H: 0.228 0.927 1.912  0.121
H: 2.330 -3.124 -2.294  0.117
H: -0.947 -2.550 4.512  0.099
H: -1.660 -0.311 2.457  0.138
H: -2.754 -2.727 3.655  0.099
H: 2.489 1.178 -0.373  0.118
H: -7.933 -1.743 -0.500  0.133
H: -4.456 0.045 -1.413  0.108
H: 6.873 -1.109 -3.722  0.098
H: 5.420 -0.809 -2.053  0.117
H: 1.502 -3.050 -4.475  0.083
H: 6.444 -0.989 -0.469  0.125
H: 3.933 -0.637 0.342  0.109
H: -6.336 -0.113 -3.866  0.149
H: 3.794 6.326 0.189  0.027
H: 1.705 -4.829 2.029  0.019
H: 3.086 -0.979 -1.354  0.114
H: 0.713 -1.077 -2.522  0.119
H: -2.874 -3.357 -2.463  0.138
H: 6.538 -3.468 -2.639  0.123
H: -7.260 -0.429 1.543  0.085
H: 4.393 -3.321 -1.529  0.080
H: -1.297 -4.776 0.994  0.164
H: 0.468 2.909 -0.213  0.104
H: -4.458 5.460 3.590  0.026
H: 4.971 -3.051 0.312  0.119
H: 3.168 -1.461 2.913  0.162
H: -4.651 -3.000 -1.882  0.129
H: 1.427 -0.933 5.187  0.110
H: 2.755 -2.816 1.256  0.106
H: 7.904 -2.830 -1.495  0.141
H: -6.065 -1.854 -3.158  0.133
H: 2.141 3.753 0.320  0.021
H: -1.941 -1.459 -0.724  0.122